No. 1
Formula: C5H15N3
Source: OMol25
Level of theory: ωB97M-V/def2-TZVPD

The calculation puts the strongest force on any atom at 0.033 hartree/bohr. The LUMO energy (spin up / spin down) comes out at 0.6 / 0.6 eV.

The geometry in XYZ format:
```
23
Properties=species:S:1:pos:R:3:forces:R:3
C 1.258016 -0.709539 -0.516573 -0.7 -0.4 -0.1
C 0.840146 0.370029 0.420918 -1.2 0.4 0.0
C -1.713627 0.380178 1.902676 0.1 0.0 0.1
C -1.882577 1.434275 -0.292047 0.1 0.1 -0.1
C 1.270621 -0.241001 -1.971874 0.1 0.0 0.2
N -1.249381 0.415907 0.527470 1.3 -1.0 -0.4
N 0.157901 -1.636392 -0.317331 0.0 -0.2 -0.1
N 2.610176 -1.172634 -0.174812 -0.1 0.2 0.1
H 2.861105 -1.930632 -0.806102 -0.1 0.1 0.0
H 2.608640 -1.566747 0.761551 0.0 0.0 -0.1
H -1.128573 -0.591700 0.079272 0.2 0.8 0.3
H 0.349659 -2.158792 0.540732 0.1 0.0 -0.1
H 1.032849 0.183386 1.471020 0.0 0.1 0.0
H 0.799011 1.405865 0.109197 0.2 0.2 0.1
H -1.473342 1.316713 2.415958 0.0 0.0 0.0
H -2.797845 0.227328 1.966599 0.1 0.0 -0.1
H -1.220238 -0.443373 2.419977 0.0 0.0 0.0
H -2.973214 1.322061 -0.322544 0.1 -0.1 0.0
H -1.495447 1.376019 -1.309170 0.0 0.0 0.0
H -1.658695 2.432941 0.097230 0.0 -0.1 0.0
H 2.007564 0.550315 -2.116633 0.0 0.0 0.0
H 0.284606 0.119401 -2.265009 0.0 0.0 0.0
H 1.512645 -1.083607 -2.620502 0.0 0.0 0.1
```
Positions in Å, forces in eV/Å.

***

No. 2
Formula: C5H15N3
Source: OMol25
Level of theory: ωB97M-V/def2-TZVPD

The calculation puts the strongest force on any atom at 0.020 hartree/bohr. Its structure (SMILES) is C[C@@H](CN)NCCN. The LUMO energy comes out at 1.0 eV.

The geometry in XYZ format:
```
23
Properties=species:S:1:pos:R:3:forces:R:3
N -0.025207 -2.375985 2.533727 -0.1 -0.1 -0.1
C -0.315646 -0.952960 2.687208 -0.2 -0.3 -0.2
C 0.294038 -0.069318 1.609548 -0.3 0.2 -0.3
N -0.421283 -0.263478 0.345610 0.4 -0.2 0.0
C 1.059365 1.469232 -0.799697 0.9 0.4 -0.3
C -0.293222 0.794060 -0.675390 -0.3 -0.5 0.4
C -0.777181 0.178175 -1.999688 -0.2 0.6 0.0
N -0.391698 0.969073 -3.166228 -0.2 0.1 0.1
H -0.474629 -2.767966 1.710497 0.1 0.1 0.2
H 0.972089 -2.537572 2.473191 0.0 -0.1 -0.1
H -1.397736 -0.864265 2.622513 -0.1 0.2 0.2
H 0.009093 -0.656496 3.681480 0.1 0.2 0.1
H 0.240495 0.997745 1.861588 0.0 -0.2 0.2
H 1.346333 -0.352543 1.502294 0.2 0.2 0.1
H -0.121788 -1.157846 -0.023193 0.0 0.0 -0.3
H 1.675858 1.399529 0.091641 -0.1 -0.1 0.3
H 0.987310 2.536188 -1.014312 -0.3 0.0 0.0
H 1.688981 1.090795 -1.609700 -0.2 -0.3 0.0
H -1.037025 1.526675 -0.359363 0.1 0.3 -0.2
H -0.435116 -0.863837 -2.035898 -0.1 0.0 -0.2
H -1.866884 0.206986 -1.960394 0.0 -0.5 0.0
H -1.147208 1.053906 -3.830606 0.1 -0.1 0.0
H 0.431060 0.639902 -3.644827 0.0 -0.1 0.0
```
Positions in Å, forces in eV/Å.

***

No. 3
Formula: C5H15N3
Source: OMol25
Level of theory: ωB97M-V/def2-TZVPD

The calculation puts the strongest force on any atom at 0.105 hartree/bohr. Its structure (SMILES) is CC[C@H](CN)NCN. The LUMO energy comes out at 1.0 eV.

The geometry in XYZ format:
```
23
Properties=species:S:1:pos:R:3:forces:R:3
C -0.646480 -0.665309 -1.637211 -0.8 -0.5 2.2
N -0.877822 -2.077874 -1.236799 1.1 -1.1 -0.8
C 0.374315 0.073521 -0.571550 -2.9 -0.3 -2.7
C 0.591106 1.496857 -1.160107 -0.8 -0.3 0.7
C 1.094924 2.407892 -0.134325 2.0 1.5 4.8
N -0.274786 0.093735 0.706329 0.1 -0.4 1.6
C -0.335429 -1.132807 1.483826 -0.1 -2.2 0.9
N -0.298507 -1.021674 2.990028 1.2 1.9 -0.1
H -0.318413 -0.542820 -2.651494 0.3 0.2 -0.7
H -1.753293 -0.322507 -1.521699 2.1 0.6 -0.3
H -1.546252 -2.502078 -1.889236 0.2 0.3 0.4
H -0.034386 -2.697202 -1.320547 -0.8 1.0 0.1
H 1.310041 -0.465535 -0.528081 0.2 -0.3 0.2
H -0.360159 1.820214 -1.566005 -0.3 0.3 0.0
H 1.285108 1.595950 -1.952818 0.6 -0.9 -1.2
H 2.120296 2.189982 0.288512 -0.2 0.0 -1.5
H 0.715680 2.248848 0.886526 -1.2 -0.4 -0.4
H 1.059321 3.502594 -0.085230 -0.2 -0.1 -1.4
H -1.188485 0.543925 0.748100 0.4 0.0 -0.5
H 0.531764 -1.830473 1.219031 -1.0 1.2 0.2
H -1.237560 -1.804433 1.308752 0.9 1.2 -0.2
H -0.872918 -0.223516 3.356843 0.3 -1.1 -0.8
H 0.661935 -0.687287 3.267156 -1.1 -0.6 -0.5
```
Positions in Å, forces in eV/Å.

***

It is found that the energy relative to the best compared isomer or geometry (same formula, charge and spin) values, taken in the order of the records, are 420.45; 107.06; 221.56 kJ/mol.